DFT (wB97M-V/def2-TZVPD) results for a 4-piece molecular cluster, C29H35BrN2O12S overall.

HOMO-LUMO gap   8.02 eV
Multiplicity   1
SMILES   CCSC[C@](C#N)(CC(=O)Br)[C@@](C#N)(CCc1ccccc1)COC(C)=O.O=C1OCCO1.O=C1OCCO1.O=C1OCCO1
Energy   -5110.0015 Eh
HOMO level   -8.54 eV
Net charge   0

The geometry in XYZ format:
```
80
Properties=species:S:1:pos:R:3:lowdin_charge:R:1
C 2.90 3.82 1.58 -0.198
C 3.48 2.71 0.47 -0.512
S 2.96 3.35 -1.21 0.805
C 2.19 2.02 -2.28 -0.419
C 0.59 2.31 -2.68 -0.342
C 0.42 1.60 -4.18 -0.083
N 0.33 1.42 -5.47 0.132
C 0.36 3.92 -2.70 -0.147
C -0.96 4.46 -3.50 -0.586
O -1.25 4.28 -4.79 -0.085
Br -2.29 5.60 -2.46 0.635
C -0.35 1.44 -1.67 -0.277
C 0.17 1.61 -0.08 -0.046
N 0.48 1.67 1.20 0.139
C -1.94 1.82 -1.63 -0.140
C -2.79 1.52 -2.99 -0.154
C -4.40 1.68 -2.55 -0.138
C -5.24 0.33 -2.06 -0.028
C -6.85 0.40 -1.62 -0.067
C -7.67 1.84 -1.63 -0.080
C -6.84 3.17 -2.12 -0.069
C -5.24 3.09 -2.59 -0.030
C -0.18 -0.20 -1.95 -0.093
O -0.53 -0.84 -0.65 -0.120
C 0.51 -1.81 -0.25 -0.282
C -0.02 -3.32 0.19 0.008
O 1.82 -1.59 -0.17 -0.032
H 2.46 3.25 2.51 0.067
H 3.67 4.65 1.84 0.079
H 1.97 4.34 1.04 0.052
H 3.13 1.61 0.69 0.080
H 4.66 2.75 0.61 0.055
H 2.35 1.00 -1.73 0.095
H 2.76 2.05 -3.32 0.107
H 1.29 4.39 -3.29 0.154
H 0.29 4.37 -1.59 0.123
H -2.43 1.16 -0.77 0.148
H -2.02 2.94 -1.24 0.106
H -2.64 2.27 -3.87 0.104
H -2.71 0.45 -3.43 0.113
H -4.74 -0.73 -2.01 0.084
H -7.46 -0.57 -1.31 0.078
H -8.79 1.97 -1.32 0.077
H -7.38 4.23 -2.14 0.085
H -4.76 4.09 -2.96 0.037
H 0.89 -0.48 -2.34 0.139
H -0.95 -0.61 -2.73 0.140
H 0.42 -3.50 1.29 0.094
H -1.19 -3.28 0.33 0.083
H 0.36 -4.18 -0.52 0.114
C 0.48 -1.84 5.35 -0.133
C 1.04 -2.31 4.04 -0.138
O 0.39 -3.54 3.83 0.042
C -0.77 -3.51 4.54 -0.502
O -1.66 -4.34 4.45 0.125
O -0.81 -2.42 5.37 0.072
H 0.42 -0.75 5.41 0.142
H 1.05 -2.22 6.20 0.137
H 0.80 -1.63 3.22 0.133
H 2.13 -2.44 4.08 0.142
C 8.38 0.28 2.15 -0.140
C 8.10 0.45 0.69 -0.137
O 6.88 1.17 0.67 0.063
C 6.78 1.82 1.86 -0.496
O 5.94 2.67 2.12 0.114
O 7.76 1.41 2.73 0.070
H 9.45 0.27 2.37 0.139
H 7.92 -0.62 2.56 0.137
H 8.86 1.05 0.18 0.138
H 7.99 -0.51 0.17 0.139
C -3.66 -6.25 1.91 -0.132
C -2.35 -5.59 1.67 -0.163
O -1.88 -6.20 0.49 0.049
C -2.97 -6.68 -0.17 -0.516
O -2.95 -7.12 -1.31 0.130
O -4.09 -6.60 0.60 0.064
H -4.38 -5.59 2.39 0.141
H -3.57 -7.17 2.50 0.139
H -2.45 -4.51 1.49 0.114
H -1.65 -5.74 2.50 0.123
```


DFT (wB97M-V/def2-TZVPD) results for one molecule with the formula C29H35BrN2O6.

HOMO-LUMO gap   8.79 eV
Multiplicity   1
SMILES   CCO[C@@H]1OC(C(=O)N2CCN(Cc3ccc4c(c3)OCO4)CC2)=C[C@H](c2ccc(Br)cc2)[C@H]1CCCO
Energy   -4261.0121 Eh
HOMO level   -8.18 eV
Net charge   0

The geometry in XYZ format:
```
73
Properties=species:S:1:pos:R:3:lowdin_charge:R:1
C -1.53 0.14 4.00 -0.061
H -0.60 -0.40 3.90 0.068
H -1.71 0.35 5.05 0.078
H -2.34 -0.48 3.62 0.077
C -1.46 1.46 3.23 -0.231
H -2.35 2.07 3.45 0.122
H -0.57 2.02 3.51 0.126
O -1.35 1.31 1.82 -0.076
C -2.50 0.89 1.14 -0.311
C -2.71 1.78 -0.09 -0.185
C -4.06 1.46 -0.76 -0.147
C -4.55 2.60 -1.65 -0.173
C -5.81 2.21 -2.43 -0.278
O -6.93 2.00 -1.61 -0.061
H -6.77 1.23 -1.05 0.078
H -6.10 3.03 -3.10 0.118
H -5.61 1.32 -3.05 0.121
H -3.78 2.87 -2.38 0.109
H -4.76 3.47 -1.04 0.121
H -3.96 0.54 -1.34 0.133
H -4.79 1.28 0.03 0.120
H -2.71 2.81 0.26 0.156
C -1.54 1.56 -1.07 -0.202
C -1.30 0.09 -1.21 0.025
C -1.73 -0.79 -0.31 -0.172
O -2.43 -0.48 0.82 0.036
C -1.47 -2.26 -0.56 -0.389
O -1.79 -2.75 -1.63 0.079
N -0.86 -2.96 0.41 -0.035
C -0.23 -2.38 1.58 -0.115
H -0.64 -1.40 1.79 0.095
C 1.28 -2.28 1.34 -0.161
N 1.83 -3.58 1.03 -0.151
C 3.28 -3.59 0.97 -0.147
C 3.86 -2.58 0.00 -0.220
C 4.01 -2.89 -1.35 -0.047
C 4.44 -1.95 -2.28 0.018
C 4.70 -0.69 -1.83 -0.200
C 4.56 -0.36 -0.48 -0.198
C 4.14 -1.29 0.45 0.037
H 4.05 -1.02 1.49 0.126
O 4.88 0.95 -0.29 0.008
C 5.22 1.46 -1.56 -0.155
O 5.11 0.42 -2.52 0.040
H 4.54 2.28 -1.83 0.135
H 6.25 1.84 -1.55 0.143
H 4.56 -2.21 -3.32 0.119
H 3.81 -3.90 -1.68 0.112
H 3.60 -4.60 0.70 0.123
H 3.65 -3.37 1.98 0.123
C 1.18 -4.13 -0.15 -0.160
C -0.32 -4.26 0.10 -0.112
H -0.83 -4.64 -0.79 0.123
H -0.50 -4.93 0.95 0.130
H 1.61 -5.12 -0.35 0.126
H 1.33 -3.50 -1.04 0.128
H 1.76 -1.91 2.25 0.128
H 1.46 -1.55 0.53 0.119
H -0.42 -3.05 2.43 0.136
H -0.77 -0.26 -2.08 0.139
C -0.30 2.32 -0.65 -0.176
C 0.82 1.67 -0.14 -0.014
C 1.95 2.38 0.23 -0.111
C 1.95 3.75 0.09 -0.676
C 0.85 4.43 -0.41 -0.121
C -0.27 3.70 -0.77 -0.026
H -1.13 4.22 -1.16 0.119
H 0.87 5.50 -0.51 0.100
Br 3.52 4.74 0.57 0.717
H 2.82 1.87 0.62 0.089
H 0.81 0.60 -0.04 0.098
H -1.84 1.96 -2.05 0.148
H -3.38 0.97 1.81 0.167
```


DFT (wB97M-V/def2-TZVPD) results for C29H35Cl2IrN4O4S2 as an isolated structure.

HOMO-LUMO gap   6.11 eV
Multiplicity   1
Energy   -3466.5970 Eh
HOMO level   -12.45 eV
Net charge   +2

The geometry in XYZ format:
```
77
Properties=species:S:1:pos:R:3:lowdin_charge:R:1
Ir -0.06 -0.94 0.53 1.459
O -0.46 1.07 1.25 -0.687
S -0.64 1.89 2.52 1.062
C -2.21 2.80 2.21 -0.269
C -2.46 3.03 0.72 -0.209
C -3.80 2.45 0.25 -0.204
C -3.82 0.93 0.20 -0.271
S -3.08 0.04 -1.26 1.106
O -1.96 -0.80 -0.67 -0.623
C -2.37 1.38 -2.21 -0.391
C -1.04 1.76 -2.08 -0.092
C -0.57 2.81 -2.85 -0.065
C -1.42 3.45 -3.75 -0.040
C -2.74 3.06 -3.87 -0.047
C -3.23 2.02 -3.10 -0.088
C 0.54 3.24 2.27 -0.379
C 1.38 3.21 1.17 -0.065
C 2.35 4.20 1.05 -0.051
C 2.48 5.17 2.03 -0.050
C 1.64 5.18 3.13 -0.051
C 0.66 4.20 3.26 -0.082
H -2.13 3.73 2.77 0.100
H -2.98 2.18 2.67 0.086
H -1.66 2.56 0.16 0.072
H -2.43 4.09 0.49 0.134
H -4.04 2.87 -0.72 0.109
H -4.59 2.78 0.94 0.129
H -4.84 0.57 0.21 0.095
H -3.26 0.50 1.03 0.049
H -0.40 1.24 -1.39 0.069
H 0.46 3.13 -2.75 0.100
H -1.03 4.25 -4.37 0.119
H -3.40 3.57 -4.56 0.119
H -4.26 1.70 -3.18 0.121
H 1.28 2.43 0.43 0.101
H 3.01 4.19 0.20 0.115
H 3.25 5.92 1.94 0.117
H 1.75 5.93 3.90 0.119
H 0.00 4.20 4.12 0.117
Cl 2.14 0.82 -3.73 0.784
C 1.45 -0.73 -3.51 -0.574
C 1.32 -1.60 -4.60 -0.097
C 0.79 -2.86 -4.44 -0.610
Cl 0.68 -3.90 -5.80 0.762
C 0.33 -3.28 -3.17 -0.154
C -0.22 -4.55 -2.91 0.023
C -0.60 -4.87 -1.63 -0.014
C -0.48 -3.91 -0.62 -0.095
N 0.02 -2.72 -0.85 -0.001
C 0.44 -2.39 -2.09 -0.151
C 1.02 -1.09 -2.22 -0.402
O 1.13 -0.32 -1.19 -0.222
H 1.65 -1.28 -5.58 0.119
H -0.34 -5.26 -3.72 0.108
H -0.99 -5.85 -1.40 0.120
H -0.80 -4.12 0.39 0.116
N -2.04 -0.67 3.16 -0.026
N -1.13 -1.56 2.52 -0.106
H -2.27 -0.99 4.09 0.110
H -2.89 -0.64 2.62 0.074
H -1.49 -2.51 2.45 0.108
H -0.28 -1.59 3.08 0.089
C 2.17 -4.35 2.96 -0.004
N 3.05 -3.65 2.03 -0.119
C 4.42 -4.12 1.97 -0.005
C 2.62 -2.55 1.41 -0.431
C 3.52 -1.88 0.42 0.041
O 1.47 -2.10 1.67 -0.150
H 2.47 -4.18 3.99 0.111
H 2.21 -5.42 2.76 0.104
H 1.16 -4.00 2.81 0.071
H 4.45 -5.16 2.28 0.101
H 5.06 -3.54 2.64 0.113
H 4.83 -4.05 0.96 0.092
H 4.33 -1.38 0.95 0.114
H 2.94 -1.14 -0.14 0.066
H 3.95 -2.60 -0.27 0.099
```